Model P:
{"formula": "CH6S3", "method": "wB97M-V/def2-TZVPD", "lumo_energy_ev": 0.51, "homo_energy_ev": -9.14, "smiles": "CSS.S", "orbital_gap_ev": 9.65, "elements": ["C", "H", "H", "S", "S", "H", "H", "H", "H", "S"], "positions_angstrom": [[-1.596, -0.926, 0.850], [-1.893, -1.903, 0.470], [-2.045, -0.790, 1.832], [-1.082, 0.232, -1.867], [-2.185, 0.440, -0.153], [0.016, 0.880, -1.463], [3.389, 0.968, -1.173], [-0.515, -0.891, 0.958], [2.500, 1.452, 0.455], [3.411, 0.539, 0.091]]}

Model Q:
{"formula": "CH6S3", "method": "wB97M-V/def2-TZVPD", "lumo_energy_ev": 0.50, "homo_energy_ev": -8.03, "smiles": "CSS.S", "orbital_gap_ev": 8.54, "elements": ["H", "S", "H", "H", "S", "C", "H", "H", "S", "H"], "positions_angstrom": [[-0.365, 0.448, 1.248], [1.321, -2.145, -0.810], [0.500, -1.294, -1.322], [0.978, 1.833, -1.621], [0.963, -1.651, 1.140], [-0.575, -0.648, 1.175], [-0.812, 2.448, -1.425], [-0.991, -1.067, 2.078], [0.348, 2.665, -0.800], [-1.367, -0.589, 0.337]]}

Model R:
{"formula": "CH6S3", "method": "wB97M-V/def2-TZVPD", "lumo_energy_ev": 0.25, "homo_energy_ev": -9.22, "smiles": "CS.SS", "orbital_gap_ev": 9.46, "elements": ["S", "H", "H", "H", "H", "C", "S", "H", "S", "H"], "positions_angstrom": [[-2.129, -2.930, 0.846], [-0.616, -0.906, 0.784], [0.429, 2.245, 1.095], [-1.648, -3.937, -0.049], [-1.337, -1.176, -0.761], [-0.948, -1.655, 0.050], [0.461, 2.500, -0.205], [2.725, 2.498, -1.022], [2.045, 1.255, -0.645], [0.092, -1.992, -0.290]]}

It turns out model P is the most stable, with the second structure 0.815 eV higher.

Model P:
{"formula": "C19H25N3O4S", "method": "wB97M-V/def2-TZVPD", "lumo_energy_ev": 0.16, "homo_energy_ev": -7.78, "orbital_gap_ev": 7.94, "elements": ["H", "H", "H", "C", "C", "H", "N", "C", "H", "C", "C", "C", "C", "C", "N", "H", "H", "C", "H", "H", "C", "H", "H", "S", "H", "H", "O", "C", "O", "H", "H", "O", "C", "C", "C", "H", "C", "C", "H", "H", "H", "N", "H", "H", "O", "H", "C", "H", "H", "C", "C", "H"], "positions_angstrom": [[3.911, -1.321, 6.116], [2.567, -2.847, 4.370], [-2.234, -1.706, -4.760], [-2.502, -0.421, -4.352], [-3.341, 1.591, -4.549], [2.565, -3.821, 2.092], [3.041, -1.854, 1.783], [-1.977, 0.997, -1.091], [3.100, -0.138, 3.999], [-2.596, 0.780, -2.253], [-3.184, 0.391, -5.160], [1.789, -1.575, 1.165], [-3.015, 1.844, -3.259], [4.801, -1.534, 5.562], [4.545, -1.821, 4.034], [4.524, -3.508, 1.930], [-3.252, 2.566, -2.815], [-2.231, -0.403, -2.942], [-1.114, 0.477, 2.982], [5.300, -2.477, 5.782], [1.416, -0.369, 0.449], [-0.759, -1.056, 2.136], [5.593, -1.039, 5.512], [0.999, 0.563, 2.071], [-4.156, 0.472, -8.270], [2.077, 0.234, -0.044], [-3.484, -0.011, -6.591], [-4.159, 0.916, -7.238], [1.304, 2.112, 1.286], [-3.559, 1.901, -7.463], [0.436, -0.405, -0.068], [-2.478, 2.141, -0.348], [3.440, -3.022, 3.891], [-2.198, 3.321, 1.827], [3.905, -0.723, 1.978], [-3.968, 2.398, -5.103], [3.511, -3.085, 2.277], [-0.653, 0.272, 2.067], [4.988, 0.208, 3.697], [-2.640, 3.999, 1.123], [-2.619, 2.791, 2.709], [-1.559, 0.397, -0.245], [3.548, 0.312, 1.425], [-1.632, -1.189, -2.570], [1.171, -2.778, 0.884], [-1.138, 3.574, 2.085], [-1.878, 2.172, 0.762], [5.041, -1.032, 1.462], [-5.019, 1.235, -6.907], [-1.448, 0.740, 0.875], [4.211, -0.454, 3.454], [4.002, -3.775, 4.355]]}

Model Q:
{"formula": "C19H25N3O4S", "method": "wB97M-V/def2-TZVPD", "lumo_energy_ev": 0.30, "homo_energy_ev": -7.59, "smiles": "CCOC(=O)c1[nH]c2ccc(OC)cc2c1NC(=O)[C@@H](C)N1CCSCC1", "orbital_gap_ev": 7.90, "elements": ["C", "C", "H", "C", "H", "H", "C", "C", "H", "C", "C", "H", "H", "N", "H", "H", "H", "H", "N", "C", "H", "C", "C", "S", "H", "C", "H", "H", "H", "O", "H", "O", "C", "H", "H", "H", "C", "H", "C", "O", "C", "C", "H", "N", "H", "H", "C", "H", "C", "O", "C", "H"], "positions_angstrom": [[1.170, -0.509, -3.281], [-1.935, 2.206, 1.940], [-0.707, 0.331, -2.682], [-1.076, 3.789, 3.568], [-3.069, -0.504, -2.948], [-0.666, -3.721, -1.874], [-3.129, -1.400, -2.337], [-0.056, 0.686, 0.985], [1.467, -4.142, -3.036], [-1.841, -0.329, -0.449], [-0.332, -0.622, -3.066], [-4.023, -1.332, -1.725], [-3.205, -2.271, -2.984], [1.584, 1.638, 2.217], [4.453, -0.944, -0.356], [4.797, -1.908, 2.530], [-2.030, -2.408, -0.791], [-4.659, 2.268, 2.593], [-0.622, -1.658, -2.091], [2.312, -0.202, 0.721], [2.500, 1.816, 2.588], [4.606, -0.763, 0.713], [-4.475, 3.323, 2.369], [1.813, -2.025, -4.050], [-0.815, -0.824, -4.037], [0.206, 3.322, 3.432], [-4.351, 3.442, 1.288], [-1.304, 4.595, 4.248], [-5.321, 3.919, 2.706], [3.544, 0.056, 1.201], [5.537, -2.655, 1.104], [-3.359, 3.813, 3.074], [-2.145, 3.240, 2.828], [1.019, 3.748, 4.001], [3.779, -2.662, 1.294], [-2.728, 1.771, 1.358], [4.685, -2.085, 1.463], [5.510, -0.170, 0.862], [1.309, 0.667, 1.278], [2.083, -1.070, -0.107], [1.197, -3.129, -2.744], [-1.904, -1.519, -1.425], [1.410, 0.312, -3.954], [-0.597, -0.202, 0.077], [-0.792, -3.182, -3.568], [1.699, -2.853, -1.817], [-0.310, -2.980, -2.595], [1.686, -0.381, -2.330], [0.430, 2.279, 2.536], [-2.808, 0.350, -0.184], [-0.633, 1.715, 1.785], [0.097, -0.837, -0.330]]}

Model R:
{"formula": "C19H25N3O4S", "method": "wB97M-V/def2-TZVPD", "lumo_energy_ev": 0.51, "homo_energy_ev": -8.08, "smiles": "COc1ccc(OCc2nnc(SCC(=O)N3[C@H](C)CCC[C@@H]3C)o2)cc1", "orbital_gap_ev": 8.60, "elements": ["O", "N", "H", "H", "C", "O", "H", "H", "C", "C", "H", "C", "C", "C", "N", "H", "H", "H", "H", "C", "H", "C", "H", "C", "H", "H", "H", "H", "H", "H", "O", "C", "H", "C", "H", "C", "H", "H", "C", "N", "H", "C", "C", "H", "S", "H", "C", "C", "C", "O", "C", "H"], "positions_angstrom": [[5.057, -0.210, -0.042], [-1.498, 0.443, -0.130], [1.313, 0.212, -1.840], [-5.147, -0.686, 0.664], [3.934, -1.013, -0.110], [3.054, 1.535, -0.574], [5.904, 1.476, 0.617], [-3.366, 2.022, -2.487], [-0.429, -3.462, 0.291], [2.529, -2.370, -1.508], [-3.455, -1.367, -0.983], [-2.476, 0.536, -1.205], [-4.274, -0.054, 0.491], [-3.720, -0.310, -0.903], [2.260, 3.226, 0.579], [-3.533, -0.211, 2.518], [-1.102, 0.006, 1.831], [-2.931, 2.398, 1.342], [1.322, -2.200, 1.653], [0.405, 0.797, -1.699], [-1.179, 2.457, 1.560], [3.091, -1.259, 0.962], [-0.262, 0.675, -2.544], [1.654, -2.580, -0.442], [-2.022, 0.090, -2.095], [-0.771, -2.493, 0.669], [2.291, -2.808, -2.465], [-4.591, 0.983, 0.595], [-3.478, 2.423, -0.777], [-2.932, -1.444, 1.408], [0.628, 0.449, 0.612], [-2.080, 1.892, 1.786], [3.281, -0.826, 1.931], [4.990, 0.905, 0.808], [-2.211, 1.877, 2.865], [-2.838, 1.987, -1.537], [4.330, -1.416, -2.167], [-1.263, -3.991, -0.167], [-0.164, 0.526, -0.315], [3.357, 2.764, 1.209], [-1.940, 2.595, -1.619], [1.962, -2.044, 0.800], [2.092, 2.475, -0.459], [-4.471, -0.094, -1.664], [0.865, 2.577, -1.678], [4.978, 0.633, 1.872], [3.658, -1.597, -1.344], [3.802, 1.764, 0.521], [-3.184, -0.384, 1.500], [0.528, -3.304, -0.727], [-1.930, 0.458, 1.272], [-0.039, -4.057, 1.124]]}

It turns out model Q is the most stable, with the second structure 2.078 eV higher.

Model P:
{"formula": "C3H2O2", "method": "wB97M-V/def2-TZVPD", "lumo_energy_ev": [-0.53, -0.53], "homo_energy_ev": [-8.46, -8.46], "orbital_gap_ev": [7.93, 7.93], "elements": ["H", "C", "O", "C", "O", "H", "C"], "positions_angstrom": [[-1.935, 1.327, -0.142], [0.906, -1.486, 0.034], [0.096, 1.312, 0.385], [-0.521, -0.198, 0.824], [0.944, -2.596, 0.315], [1.718, -0.904, -0.294], [-1.048, 0.753, 0.047]]}

Model Q:
{"formula": "C3H2O2", "method": "wB97M-V/def2-TZVPD", "lumo_energy_ev": 0.43, "homo_energy_ev": -10.80, "smiles": "C#CC(=O)O", "orbital_gap_ev": 11.23, "elements": ["H", "C", "O", "C", "H", "C", "O"], "positions_angstrom": [[-2.298, -0.805, 0.009], [0.747, 0.221, 0.121], [-1.323, -0.990, -0.005], [1.919, 0.037, -0.014], [2.955, -0.046, -0.162], [-0.720, 0.241, 0.068], [-1.280, 1.342, -0.018]]}

Model R:
{"formula": "C3H2O2", "method": "wB97M-V/def2-TZVPD", "lumo_energy_ev": -0.21, "homo_energy_ev": -10.43, "smiles": "C#CC(=O)O", "orbital_gap_ev": 10.22, "elements": ["C", "H", "O", "C", "O", "C", "H"], "positions_angstrom": [[0.986, 1.770, 0.100], [-0.821, -2.374, 0.456], [-0.035, -1.019, -1.399], [-0.036, 0.858, 0.164], [-0.975, -1.363, 0.573], [-0.491, -0.533, -0.390], [1.373, 2.663, 0.496]]}

It turns out model Q is the most stable, with the second structure 1.911 eV higher.

Model P:
{"formula": "C3H7NO", "method": "wB97M-V/def2-TZVPD", "lumo_energy_ev": 0.76, "homo_energy_ev": -9.60, "smiles": "CNC(C)=O", "orbital_gap_ev": 10.36, "elements": ["H", "H", "O", "N", "H", "H", "C", "H", "C", "H", "H", "C"], "positions_angstrom": [[0.768, 2.340, -0.384], [-0.708, 1.593, 0.228], [2.262, 0.436, 0.529], [0.328, -0.731, 0.564], [-1.736, -0.574, 0.379], [0.807, -1.353, 1.215], [-0.922, -1.206, 0.015], [-1.089, -2.233, 0.346], [0.157, 1.437, -0.416], [-0.887, -1.181, -1.076], [-0.135, 1.223, -1.444], [1.155, 0.248, 0.046]]}

Model Q:
{"formula": "C3H7NO", "method": "wB97M-V/def2-TZVPD", "lumo_energy_ev": 0.81, "homo_energy_ev": -9.34, "smiles": "CN(C)C=O", "orbital_gap_ev": 10.14, "elements": ["H", "C", "C", "H", "H", "H", "N", "H", "H", "H", "C", "O"], "positions_angstrom": [[-1.786, -1.399, -0.021], [1.490, -0.403, 0.495], [-1.318, -0.645, -0.665], [1.330, -1.404, 0.837], [-2.117, 0.103, -0.863], [-1.126, -1.116, -1.640], [-0.098, 0.001, -0.043], [2.046, 0.146, 1.303], [-0.922, 1.950, -0.151], [2.126, -0.305, -0.388], [-0.061, 1.326, 0.126], [0.948, 1.833, 0.590]]}

Model R:
{"formula": "C3H7NO", "method": "wB97M-V/def2-TZVPD", "lumo_energy_ev": 0.71, "homo_energy_ev": -8.26, "orbital_gap_ev": 8.98, "elements": ["C", "H", "C", "N", "H", "H", "H", "O", "H", "H", "C", "H"], "positions_angstrom": [[-0.239, 0.979, -0.219], [-0.236, 1.719, 0.573], [0.257, -0.306, 0.086], [-1.576, 0.072, -0.129], [-0.237, -2.290, 0.527], [-0.098, 1.338, -1.232], [-2.094, 0.123, 0.741], [1.932, 0.722, 0.255], [-2.159, 0.076, -0.958], [2.343, 0.924, -0.597], [0.540, -1.553, 0.365], [1.568, -1.803, 0.588]]}

It turns out model P is the most stable, with the second structure 1.445 eV higher.

Model P:
{"formula": "C3H7NO", "method": "wB97M-V/def2-TZVPD", "lumo_energy_ev": 1.04, "homo_energy_ev": -8.81, "smiles": "NCCC=O", "orbital_gap_ev": 9.85, "elements": ["C", "O", "H", "H", "H", "H", "H", "H", "H", "C", "C", "N"], "positions_angstrom": [[0.330, 0.872, 0.163], [0.825, -1.839, -0.609], [-1.259, -0.095, 1.257], [-0.698, -2.383, 0.658], [-1.543, -0.068, -0.407], [0.941, 0.875, 1.075], [1.003, 0.708, -0.673], [-0.246, 2.541, -0.966], [-0.731, 2.731, 0.650], [-0.731, -0.212, 0.325], [-0.101, -1.579, 0.089], [-0.165, 2.229, -0.014]]}

Model Q:
{"formula": "C3H7NO", "method": "wB97M-V/def2-TZVPD", "lumo_energy_ev": 0.08, "homo_energy_ev": -9.21, "smiles": "CC(C)N=O", "orbital_gap_ev": 9.29, "elements": ["H", "H", "C", "C", "H", "H", "C", "O", "N", "H", "H", "H"], "positions_angstrom": [[-0.037, 1.224, 0.792], [-1.593, -0.574, 0.893], [-1.261, -0.217, -0.087], [0.134, 0.374, 0.094], [2.213, -0.401, 0.263], [1.065, -1.533, -0.451], [1.174, -0.740, 0.307], [0.055, 2.351, -0.822], [0.468, 1.240, -1.060], [-1.283, -1.056, -0.788], [-1.956, 0.557, -0.419], [1.023, -1.224, 1.277]]}

Model R:
{"formula": "C3H7NO", "method": "wB97M-V/def2-TZVPD", "lumo_energy_ev": 0.66, "homo_energy_ev": -9.62, "smiles": "CNC(C)=O", "orbital_gap_ev": 10.28, "elements": ["O", "H", "H", "H", "C", "H", "H", "C", "C", "H", "H", "N"], "positions_angstrom": [[1.524, -0.955, -0.244], [-2.689, -0.360, 0.193], [-1.981, 1.150, 0.144], [0.598, 1.837, -0.885], [0.588, -0.228, 0.011], [-1.823, 0.165, -1.428], [2.045, 1.628, 0.419], [-1.836, 0.122, -0.278], [0.792, 1.362, 0.075], [0.178, 1.524, 1.030], [-0.883, -0.820, 1.385], [-0.700, -0.717, 0.321]]}

Model S:
{"formula": "C3H7NO", "method": "wB97M-V/def2-TZVPD", "lumo_energy_ev": 1.14, "homo_energy_ev": -9.48, "smiles": "NC[C@H]1CO1", "orbital_gap_ev": 10.62, "elements": ["H", "C", "H", "N", "O", "H", "H", "H", "H", "C", "C", "H"], "positions_angstrom": [[-1.846, 1.129, -0.771], [-1.701, 0.395, 0.024], [-0.240, -0.342, 1.528], [1.983, -0.368, -0.044], [-1.140, -0.826, -0.358], [2.225, -0.530, 0.918], [2.837, 0.020, -0.479], [0.714, 0.822, -1.218], [-2.503, 0.344, 0.742], [0.890, 0.612, -0.149], [-0.368, 0.022, 0.472], [1.129, 1.571, 0.372]]}

It turns out model P is the most stable, with the second structure 0.686 eV higher.

Model P:
{"formula": "C3H7NO", "method": "wB97M-V/def2-TZVPD", "lumo_energy_ev": 0.80, "homo_energy_ev": -9.99, "smiles": "CC=O.C=N", "orbital_gap_ev": 10.78, "elements": ["H", "C", "O", "H", "H", "H", "H", "H", "N", "C", "C", "H"], "positions_angstrom": [[-2.432, -3.597, 2.791], [1.300, 4.496, -4.039], [-0.626, -2.471, 1.505], [1.150, 4.790, -5.104], [1.248, 6.247, -3.626], [-1.510, -5.069, 2.833], [1.106, 3.442, -3.809], [0.467, -3.128, 3.112], [1.616, 5.432, -3.154], [-1.589, -4.035, 3.158], [-0.497, -3.288, 2.482], [-1.623, -3.977, 4.236]]}

Model Q:
{"formula": "C3H7NO", "method": "wB97M-V/def2-TZVPD", "lumo_energy_ev": 0.94, "homo_energy_ev": -9.81, "smiles": "CCNC=O", "orbital_gap_ev": 10.75, "elements": ["C", "O", "C", "N", "H", "H", "H", "H", "H", "H", "C", "H"], "positions_angstrom": [[0.238, 0.137, 1.208], [-1.906, 0.659, -0.802], [0.830, 0.432, -0.187], [0.126, -0.245, -1.301], [0.513, -1.158, -1.511], [-1.546, -1.323, -0.601], [0.542, -0.848, 1.582], [-0.857, 0.164, 1.251], [1.869, 0.094, -0.201], [0.581, 0.905, 1.902], [-1.217, -0.321, -0.947], [0.827, 1.505, -0.391]]}

It turns out model Q is the most stable, with the second structure 1.947 eV higher.